12
Properties=species:S:1:pos:R:3:forces:R:3 method="wB97M-V/def2-TZVPD" largest_force_ev_per_a=1.6 relative_energy_kj_mol=93.8 total_energy_ha=-305.74346 homo_ev=-10.54
O 35.482 -18.635 -12.361 0.36 -0.31 -0.17
O 32.895 -18.122 -11.590 0.71 0.03 0.76
O 35.449 -17.351 -9.609 -0.36 -0.35 -0.50
O 34.598 -16.757 -14.383 0.25 0.19 0.74
H 36.187 -16.968 -9.158 0.87 0.70 0.16
H 33.827 -18.226 -11.923 -1.42 0.04 0.65
H 35.659 -18.385 -11.460 0.11 1.03 0.98
H 32.948 -17.936 -10.623 0.13 -0.13 -1.30
H 35.156 -17.990 -8.966 -0.48 -0.51 0.28
H 34.698 -17.487 -13.742 -0.04 0.36 -0.79
H 34.327 -17.101 -15.229 -0.13 -0.43 -0.14
H 35.888 -19.499 -12.352 0.00 -0.63 -0.66


12
Properties=species:S:1:pos:R:3:forces:R:3 method="wB97M-V/def2-TZVPD" largest_force_ev_per_a=0.8 relative_energy_kj_mol=82.1 total_energy_ha=-305.74792 homo_ev=-10.95
O -1.493 0.356 0.023 0.04 0.05 -0.35
O 2.708 1.372 -1.790 0.41 0.28 -0.41
O 1.400 0.076 0.306 0.01 0.15 0.09
O -2.116 -1.997 1.164 -0.04 -0.57 0.50
H -0.781 0.995 -0.001 0.35 0.25 -0.05
H -2.079 0.676 0.709 -0.21 0.01 0.26
H -1.520 -1.481 0.621 -0.02 0.30 -0.20
H 1.806 -0.119 1.151 0.18 0.01 0.27
H 2.451 0.893 -1.002 -0.21 -0.26 0.28
H 1.882 1.660 -2.176 -0.13 0.07 -0.11
H 0.725 -0.596 0.204 -0.20 -0.25 -0.14
H -2.982 -1.836 0.790 -0.17 -0.04 -0.13


12
Properties=species:S:1:pos:R:3:forces:R:3 method="wB97M-V/def2-TZVPD" largest_force_ev_per_a=9.7 relative_energy_kj_mol=227.6 total_energy_ha=-305.69253 homo_ev=-10.80
O -0.695 0.575 -0.110 3.30 2.10 -4.21
O 2.267 1.615 -0.805 4.17 -4.06 2.39
O -0.821 -1.165 2.349 -5.00 -4.81 -3.79
O -1.327 -1.022 -2.229 0.11 -4.20 -0.48
H -0.305 -0.633 2.759 4.45 6.67 5.44
H -1.254 0.341 0.546 -2.07 -1.80 3.66
H -0.094 -1.577 1.927 0.54 -1.89 -1.56
H -1.113 -0.229 -1.799 0.55 1.50 1.48
H 1.624 2.197 -1.024 -3.20 2.94 -0.10
H 0.222 0.245 -0.107 -0.97 0.03 0.66
H 2.474 1.470 0.172 -1.03 1.07 -2.21
H -0.982 -1.814 -1.680 -0.85 2.44 -1.26


12
Properties=species:S:1:pos:R:3:forces:R:3 method="wB97M-V/def2-TZVPD" largest_force_ev_per_a=1.0 relative_energy_kj_mol=68.7 total_energy_ha=-305.75306 homo_ev=-10.80
O -1.936 1.556 -1.302 0.00 0.40 -0.23
O 1.902 0.530 -0.485 0.24 0.10 0.06
O -0.356 -0.874 -0.373 -0.88 -0.30 -0.19
O -0.347 -1.309 2.293 0.00 -0.33 0.94
H 2.807 0.266 -0.318 0.22 -0.20 0.12
H 1.974 1.402 -0.873 -0.18 0.29 -0.16
H 0.216 -0.540 2.373 0.07 0.15 0.01
H -0.603 -1.325 1.371 -0.06 0.23 -0.47
H -2.647 1.587 -0.662 -0.17 0.01 0.13
H -0.143 -1.754 -0.685 -0.09 -0.24 -0.26
H 0.483 -0.414 -0.362 0.71 0.40 -0.03
H -1.350 0.874 -0.976 0.12 -0.52 0.06


12
Properties=species:S:1:pos:R:3:forces:R:3 method="wB97M-V/def2-TZVPD" largest_force_ev_per_a=0.3 relative_energy_kj_mol=79.5 total_energy_ha=-305.74891 homo_ev=-11.38
O -2.136 -0.883 -0.843 0.14 0.09 0.03
O 1.945 -1.661 -0.281 0.05 0.01 0.04
O -0.049 1.495 2.057 0.07 0.00 0.22
O 0.360 0.894 -0.724 0.16 0.11 -0.20
H -2.492 -1.766 -0.707 -0.02 -0.03 -0.07
H -1.493 -0.771 -0.134 -0.05 0.03 0.08
H 1.512 -1.987 0.512 0.04 -0.02 0.03
H -0.195 0.599 -1.457 -0.06 -0.14 0.05
H 1.770 -0.712 -0.286 -0.16 -0.05 -0.10
H -0.627 2.052 1.529 -0.04 -0.03 -0.03
H 0.543 1.102 1.408 -0.14 0.01 -0.05
H 0.861 1.638 -1.075 -0.01 0.02 -0.02


12
Properties=species:S:1:pos:R:3:forces:R:3 method="wB97M-V/def2-TZVPD" largest_force_ev_per_a=4.6 relative_energy_kj_mol=102.4 total_energy_ha=-305.74019 homo_ev=-11.19
O 1.118 1.595 0.880 0.67 0.28 0.88
O -0.723 0.865 -1.501 -3.79 0.78 0.10
O -0.224 -1.607 -0.890 3.61 -2.09 2.01
O 0.073 -0.697 1.759 -0.21 -0.69 -0.07
H 0.878 1.231 0.032 -0.58 0.50 -0.78
H 0.241 -2.229 -1.507 -0.88 0.77 0.38
H 0.437 -1.717 -0.045 -2.65 0.80 -2.24
H -0.869 -0.658 1.506 0.87 0.38 0.11
H -1.758 0.670 -1.426 3.56 0.72 -0.24
H 0.539 0.136 1.526 -0.73 -0.03 0.26
H 0.637 2.417 1.046 -0.01 -0.40 -0.46
H -0.350 -0.005 -1.380 0.14 -1.02 0.04


12
Properties=species:S:1:pos:R:3:forces:R:3 method="wB97M-V/def2-TZVPD" largest_force_ev_per_a=0.4 relative_energy_kj_mol=81.9 total_energy_ha=-305.74800 homo_ev=-11.25
O 27.261 22.215 12.327 0.11 0.05 0.18
O 29.768 25.879 6.962 0.02 -0.01 0.13
O 28.372 22.962 9.516 0.31 0.17 0.15
O 29.962 25.439 9.963 0.06 0.16 0.19
H 29.870 24.838 10.712 -0.01 0.04 -0.12
H 29.900 25.915 7.920 -0.01 -0.15 -0.17
H 28.746 23.761 9.113 -0.15 -0.14 0.00
H 30.000 26.322 10.352 -0.01 -0.12 -0.04
H 29.056 22.288 9.422 -0.12 0.03 -0.07
H 30.314 25.145 6.663 -0.01 0.08 0.03
H 27.836 22.770 11.785 -0.24 -0.07 -0.19
H 26.759 22.820 12.884 0.06 -0.03 -0.08


12
Properties=species:S:1:pos:R:3:forces:R:3 method="wB97M-V/def2-TZVPD" largest_force_ev_per_a=0.4 relative_energy_kj_mol=99.5 total_energy_ha=-305.74130 homo_ev=-11.31
O -1.085 1.052 0.300 -0.26 -0.15 0.07
O 1.189 -0.089 -3.863 0.10 0.11 -0.20
O 2.835 -0.702 0.220 -0.25 0.16 -0.10
O -3.635 -0.477 3.098 -0.15 -0.20 0.09
H -1.087 2.008 0.336 -0.04 0.25 -0.01
H -3.647 0.332 3.610 -0.02 0.17 0.14
H 1.668 -0.277 -3.056 0.14 -0.06 0.23
H 3.688 -0.457 -0.138 0.23 0.11 -0.09
H -0.169 0.819 0.150 0.31 -0.15 -0.01
H 2.988 -1.542 0.653 -0.02 -0.23 0.14
H 0.293 -0.374 -3.682 -0.25 -0.06 0.02
H -3.040 -0.292 2.371 0.22 0.05 -0.28


12
Properties=species:S:1:pos:R:3:forces:R:3 method="wB97M-V/def2-TZVPD" largest_force_ev_per_a=0.4 relative_energy_kj_mol=86.0 total_energy_ha=-305.74647 homo_ev=-10.79
O 8.418 -8.358 9.531 -0.28 0.08 0.02
O 11.495 -10.018 8.569 -0.12 0.33 -0.06
O 6.130 -10.435 7.411 -0.10 0.17 0.03
O 9.357 -8.737 6.769 -0.04 0.00 0.41
H 9.572 -7.801 6.691 -0.07 -0.09 0.01
H 6.159 -9.481 7.279 0.04 -0.11 -0.11
H 8.934 -8.821 7.646 0.13 0.18 -0.33
H 7.493 -8.626 9.614 0.19 -0.05 0.08
H 8.489 -7.539 10.036 0.00 -0.11 -0.08
H 10.902 -9.427 8.071 0.22 -0.34 0.02
H 11.782 -9.504 9.331 -0.05 -0.06 -0.06
H 5.740 -10.776 6.598 0.08 -0.01 0.08


13
Properties=species:S:1:pos:R:3:forces:R:3 method="wB97M-V/def2-TZVPD" largest_force_ev_per_a=1.4 total_charge=+3 relative_energy_kj_mol=230.3 total_energy_ha=-476.71102 homo_ev=-22.50
Tl 0.798 -1.324 -0.626 0.13 -0.19 -0.13
O -0.321 -5.167 0.489 0.21 0.92 -0.70
O 2.335 2.421 -0.916 -0.65 -0.91 0.51
O -1.936 1.401 -1.979 0.91 -0.48 0.66
O -0.104 1.338 2.429 0.17 -0.65 -1.01
H -2.760 1.788 -1.683 -1.05 0.51 0.50
H -0.891 1.533 2.938 -1.15 0.17 0.63
H 1.855 3.173 -1.265 -0.61 0.98 -0.33
H 3.241 2.570 -1.185 1.31 0.12 -0.22
H -1.973 1.458 -2.933 0.01 0.07 -1.26
H 0.313 -5.463 1.143 0.95 -0.52 0.72
H 0.585 1.859 2.843 0.98 0.62 0.53
H -1.142 -5.587 0.744 -1.21 -0.64 0.10


13
Properties=species:S:1:pos:R:3:forces:R:3 method="wB97M-V/def2-TZVPD" largest_force_ev_per_a=2.2 relative_energy_kj_mol=79.5 total_energy_ha=-285.84877 homo_ev=-10.23
O -0.942 1.418 3.172 -0.17 -0.28 0.60
O -0.363 -3.890 -1.669 0.26 0.14 -0.15
O -0.365 2.096 0.450 -0.30 -0.06 -0.21
N 1.032 -0.430 -1.780 -1.02 1.79 0.64
H -0.842 2.075 1.297 0.64 -0.13 -0.37
H 1.079 0.374 -1.135 0.21 -1.12 0.84
H 0.293 2.794 0.480 -0.12 0.07 0.30
H -1.483 2.196 3.360 0.02 -0.31 0.35
H 0.470 -3.552 -1.321 -0.07 -0.08 0.19
H 1.951 -0.826 -1.864 0.44 0.25 -0.40
H -1.073 0.784 3.910 0.00 0.73 -0.73
H 0.793 0.203 -2.540 0.32 -1.00 -1.07
H -0.549 -3.244 -2.359 -0.22 0.01 0.00